[1]
{
  "formula": "C7H9BBrNO6",
  "method": "ωB97M-V/def2-TZVPD",
  "e_homo_ev": -11.05,
  "lumo_energy_ev": -0.085,
  "largest_force_ev_per_a": 0.93,
  "species": ["C", "C", "C", "C", "B", "O", "O", "O", "C", "O", "O", "C", "Br", "O", "C", "N", "H", "H", "H", "H", "H", "H", "H", "H", "H"],
  "xyz": [[2.71794, 0.30732, 0.12567], [1.87115, -0.63889, -0.75291], [0.52596, -1.05888, -0.14872], [-0.69273, -0.13125, -0.40067], [-2.01388, -1.00882, -0.15684], [-2.12260, -1.58817, 1.08472], [-2.99210, -1.15223, -1.11229], [-0.63623, 0.50764, -1.68488], [0.01235, 1.68997, -1.54367], [0.34612, 2.41297, -2.41109], [0.22604, 1.93552, -0.19768], [-0.70511, 1.12934, 0.47090], [-2.43720, 2.03762, 0.37826], [-0.25206, 0.93086, 1.78394], [-1.05729, 1.10252, 2.79117], [-1.76652, 1.16777, 3.69084], [2.19172, 0.62029, 1.02688], [3.01904, 1.20623, -0.41343], [3.63561, -0.18984, 0.44494], [2.44513, -1.55977, -0.88267], [1.73866, -0.24400, -1.76215], [0.60979, -1.19103, 0.93175], [0.24912, -2.03952, -0.55224], [-2.24205, -2.54113, 1.02790], [-2.73053, -1.64629, -1.89451]],
  "nbo_charge": [-0.619, -0.422, -0.408, -0.173, 1.181, -0.908, -0.908, -0.485, 0.975, -0.528, -0.510, 0.503, 0.066, -0.495, 0.538, -0.352, 0.210, 0.221, 0.212, 0.217, 0.215, 0.239, 0.211, 0.510, 0.511]
}



[2]
{
  "formula": "C7H9BeNO2",
  "method": "ωB97M-V/def2-TZVPD",
  "e_above_lowest_kj_mol": 0.0,
  "e_homo_ev": -9.92,
  "lumo_energy_ev": -0.997,
  "largest_force_ev_per_a": 1.80,
  "species": ["Be", "C", "H", "H", "H", "H", "H", "O", "C", "O", "C", "C", "C", "C", "C", "N", "H", "H", "H", "H"],
  "xyz": [[0.68396, -0.75486, -0.09166], [2.94425, -1.79981, -2.77357], [2.31507, -1.43077, -3.58401], [3.83923, -1.17759, -2.71717], [3.24057, -2.83329, -2.97444], [2.40238, -1.72601, -1.82017], [1.98250, -1.04882, 0.03503], [-2.70237, -1.24999, -0.99529], [-1.61774, -0.94611, -0.52802], [-0.42600, -1.44582, -0.88859], [-1.44552, 0.12869, 0.53319], [-2.47771, 0.85886, 1.08989], [-2.17781, 1.89445, 1.98344], [-0.82962, 2.17212, 2.25710], [0.17352, 1.38786, 1.67236], [-0.13441, 0.39384, 0.80796], [-3.47552, 0.57904, 0.76911], [-2.98620, 2.46879, 2.43612], [-0.54879, 2.98076, 2.92336], [1.24021, 1.54866, 1.86535]],
  "nbo_charge": [1.480, -0.859, 0.207, 0.204, 0.209, 0.232, -0.630, -0.565, 0.737, -0.936, 0.104, -0.206, -0.127, -0.246, 0.082, -0.650, 0.259, 0.235, 0.237, 0.232]
}



[3]
{
  "formula": "C7H9Br",
  "method": "ωB97M-V/def2-TZVPD",
  "e_above_lowest_kj_mol": 230.7,
  "e_homo_ev": -8.74,
  "lumo_energy_ev": 0.906,
  "largest_force_ev_per_a": 4.78,
  "species": ["C", "C", "C", "C", "C", "C", "C", "Br", "H", "H", "H", "H", "H", "H", "H", "H", "H"],
  "xyz": [[1.24971, -0.21899, 0.38958], [0.88363, -1.21561, -0.36831], [-1.09559, -0.43626, -0.75952], [-1.01645, 0.67145, -0.06042], [0.29546, 0.91817, 0.64526], [1.27568, -2.48829, -0.95832], [-2.10507, 1.68528, 0.13470], [-2.34598, -1.27901, -1.81768], [2.22456, -0.14452, 0.85883], [0.12368, 1.03322, 1.72156], [0.73459, 1.85762, 0.29000], [2.21708, -2.83295, -0.52734], [1.39730, -2.37743, -2.03588], [0.51166, -3.24489, -0.77962], [-1.70791, 2.69460, 0.03483], [-2.52828, 1.58140, 1.13535], [-2.90007, 1.54007, -0.59282]],
  "nbo_charge": [-0.279, 0.151, -0.128, -0.115, -0.428, -0.694, -0.632, 0.103, 0.217, 0.221, 0.222, 0.228, 0.236, 0.238, 0.215, 0.220, 0.223]
}



[4]
{
  "formula": "C7H9BrF2N",
  "method": "ωB97M-V/def2-TZVPD",
  "e_above_lowest_kj_mol": 0.0,
  "e_homo_ev": -12.92,
  "lumo_energy_ev": -3.825,
  "largest_force_ev_per_a": 4.40,
  "total_charge": 1,
  "species": ["C", "N", "C", "C", "F", "C", "C", "C", "C", "F", "Br", "H", "H", "H", "H", "H", "H", "H", "H", "H"],
  "xyz": [[-2.45139, 0.15899, 2.11598], [-1.02830, 0.02239, 1.82777], [-0.55123, -0.01809, 0.45976], [0.02351, 1.04255, -0.11072], [0.09970, 2.08206, 0.75123], [0.64197, 1.29716, -1.41532], [1.22733, 0.54648, -2.29321], [1.54026, -0.93020, -2.23211], [2.22727, -1.62724, -1.38150], [2.42114, -3.01823, -1.45970], [3.15033, -0.96728, 0.07538], [-3.04317, -0.67333, 1.75247], [-2.44565, 0.04118, 3.23636], [-2.94450, 1.16512, 1.84592], [-0.71791, -0.80768, 2.37434], [-0.66723, 0.87647, 2.40213], [-0.85851, -0.96270, -0.02216], [0.60184, 2.41356, -1.77289], [1.71725, 0.88385, -3.20146], [1.05731, -1.52505, -2.95226]],
  "nbo_charge": [-0.435, -0.521, -0.170, 0.449, -0.322, -0.306, -0.085, -0.371, 0.314, -0.321, 0.101, 0.241, 0.229, 0.262, 0.449, 0.468, 0.250, 0.267, 0.247, 0.255]
}